No. 1
{
  "formula": "C27H80N4O11",
  "method": "wB97M-V/def2-TZVPD",
  "orbital_gap_ev": 8.6,
  "e_tot_ev": -57773.7824,
  "smiles": "COC[C@H](C)N.COC[C@H](C)N.COC[C@H](C)N.COC[C@H](C)N.CC(C)O.CC(C)O.CO.CO.CO.CO.CO",
  "lumo_ha": 0.006,
  "de_lowest_kcal_mol": 34.7,
  "total_charge": 0,
  "species": ["C", "O", "C", "C", "C", "N", "H", "H", "H", "H", "H", "H", "H", "H", "H", "H", "H", "C", "O", "C", "C", "C", "N", "H", "H", "H", "H", "H", "H", "H", "H", "H", "H", "H", "C", "O", "C", "C", "C", "N", "H", "H", "H", "H", "H", "H", "H", "H", "H", "H", "H", "C", "O", "C", "C", "C", "N", "H", "H", "H", "H", "H", "H", "H", "H", "H", "H", "H", "C", "C", "C", "O", "H", "H", "H", "H", "H", "H", "H", "H", "C", "C", "C", "O", "H", "H", "H", "H", "H", "H", "H", "H", "C", "O", "H", "H", "H", "H", "C", "O", "H", "H", "H", "H", "C", "O", "H", "H", "H", "H", "C", "O", "H", "H", "H", "H", "C", "O", "H", "H", "H", "H"],
  "positions_angstrom": [[1.626, -2.565, -1.517], [0.978, -2.690, -2.780], [0.081, -3.831, -2.776], [0.804, -5.208, -2.762], [1.628, -5.506, -4.014], [-0.092, -6.374, -2.670], [2.477, -3.243, -1.449], [0.985, -2.695, -0.645], [1.979, -1.543, -1.385], [-0.522, -3.928, -1.873], [-0.612, -3.765, -3.616], [1.465, -5.217, -1.896], [2.606, -5.025, -3.977], [1.196, -5.034, -4.896], [1.851, -6.570, -4.085], [0.556, -7.148, -2.701], [-0.540, -6.481, -1.771], [-3.106, -1.290, -5.552], [-2.432, -0.503, -4.626], [-1.022, -0.702, -4.735], [-0.276, 0.168, -3.723], [-0.533, 1.647, -3.990], [1.148, -0.110, -3.808], [-4.192, -1.262, -5.458], [-2.781, -2.328, -5.487], [-2.862, -0.981, -6.568], [-0.774, -1.763, -4.738], [-0.661, -0.376, -5.711], [-0.618, -0.195, -2.754], [-0.378, 1.832, -5.053], [0.099, 2.342, -3.437], [-1.571, 1.841, -3.718], [1.299, -1.057, -3.490], [1.621, 0.359, -3.049], [-3.476, 6.918, 5.340], [-2.416, 6.112, 4.894], [-1.610, 6.369, 3.741], [-2.180, 6.275, 2.371], [-2.730, 4.887, 1.945], [-1.220, 6.700, 1.381], [-4.312, 6.817, 4.648], [-3.229, 7.977, 5.417], [-3.928, 6.561, 6.265], [-1.226, 7.374, 3.916], [-0.737, 5.737, 3.906], [-3.026, 6.960, 2.419], [-3.692, 4.743, 2.437], [-2.073, 4.043, 2.155], [-2.936, 4.809, 0.877], [-0.472, 6.027, 1.294], [-1.705, 6.681, 0.495], [-2.717, -7.317, -0.016], [-1.463, -6.656, 0.072], [-1.494, -5.657, 1.071], [-0.081, -5.178, 1.300], [0.718, -6.287, 2.103], [-0.130, -3.867, 1.948], [-3.565, -6.660, -0.209], [-2.955, -7.831, 0.915], [-2.741, -8.165, -0.701], [-2.156, -4.915, 0.626], [-1.853, -5.951, 2.057], [0.392, -5.049, 0.327], [1.664, -5.832, 2.398], [0.714, -7.167, 1.460], [0.230, -6.608, 3.023], [-0.638, -3.158, 1.439], [-0.437, -3.915, 2.909], [-0.101, 2.372, 0.144], [-0.494, 0.944, 0.447], [0.813, 0.160, 0.711], [-1.384, 0.917, 1.580], [0.574, 2.757, 0.908], [-0.989, 3.004, 0.161], [0.401, 2.306, -0.821], [-1.039, 0.493, -0.382], [0.624, -0.909, 0.621], [1.208, 0.343, 1.711], [1.610, 0.446, 0.025], [-0.864, 1.282, 2.299], [4.939, 1.673, -2.251], [3.679, 1.786, -1.370], [3.734, 3.027, -0.527], [2.517, 1.835, -2.160], [4.968, 2.597, -2.829], [4.793, 0.811, -2.902], [5.923, 1.574, -1.793], [3.703, 0.913, -0.718], [2.860, 3.082, 0.122], [3.659, 3.872, -1.212], [4.640, 3.131, 0.070], [2.728, 2.337, -2.951], [-2.828, -1.834, -0.497], [-2.043, -1.915, 0.721], [-3.760, -1.298, -0.316], [-2.253, -1.274, -1.235], [-2.917, -2.842, -0.901], [-1.916, -1.024, 1.057], [0.841, 5.127, -1.822], [0.184, 6.260, -2.376], [1.695, 4.887, -2.456], [1.140, 5.314, -0.791], [0.205, 4.245, -1.902], [-0.081, 6.060, -3.277], [4.125, 1.392, 2.816], [2.991, 1.200, 3.603], [3.941, 0.908, 1.856], [4.390, 2.431, 2.622], [4.949, 0.868, 3.301], [3.201, 0.452, 4.166], [-0.757, -1.565, 4.243], [-0.740, -2.874, 4.658], [-1.602, -1.570, 3.555], [-0.877, -0.882, 5.083], [0.144, -1.303, 3.688], [-0.053, -3.053, 5.305], [0.064, 2.881, 4.623], [0.309, 1.942, 3.587], [0.504, 3.835, 4.331], [-0.999, 3.017, 4.822], [0.450, 2.565, 5.592], [1.242, 1.719, 3.553]],
  "lowdin_charge": [-0.084, -0.209, -0.147, -0.432, -0.059, 0.048, 0.093, 0.073, 0.071, 0.107, 0.119, 0.113, 0.071, 0.082, 0.072, 0.060, 0.034, -0.135, -0.172, -0.196, -0.427, -0.039, 0.059, 0.089, 0.081, 0.086, 0.105, 0.122, 0.116, 0.083, 0.047, 0.081, 0.026, 0.026, -0.117, -0.196, -0.199, -0.442, -0.043, 0.046, 0.075, 0.086, 0.085, 0.124, 0.108, 0.135, 0.072, 0.062, 0.070, 0.064, 0.072, -0.106, -0.217, -0.218, -0.406, -0.032, 0.063, 0.088, 0.082, 0.088, 0.118, 0.130, 0.110, 0.070, 0.071, 0.068, 0.026, 0.042, -0.058, -0.433, -0.017, -0.062, 0.077, 0.077, 0.055, 0.117, 0.056, 0.064, 0.056, 0.034, -0.039, -0.510, -0.058, -0.075, 0.081, 0.084, 0.083, 0.120, 0.067, 0.077, 0.082, 0.098, -0.098, -0.160, 0.086, 0.056, 0.073, 0.028, -0.161, -0.118, 0.068, 0.081, 0.051, 0.074, -0.138, -0.121, 0.070, 0.085, 0.090, 0.100, -0.179, -0.130, 0.085, 0.083, 0.072, 0.090, -0.120, -0.149, 0.072, 0.086, 0.080, 0.025]
}



No. 2
{
  "formula": "C27H80N4O13",
  "method": "wB97M-V/def2-TZVPD",
  "orbital_gap_ev": 9.8,
  "e_tot_ev": -61873.2972,
  "lumo_ha": 0.010,
  "de_lowest_kcal_mol": 0.0,
  "total_charge": 0,
  "species": ["C", "C", "C", "O", "H", "H", "H", "H", "H", "H", "H", "H", "C", "C", "C", "O", "H", "H", "H", "H", "H", "H", "H", "H", "C", "C", "C", "O", "H", "H", "H", "H", "H", "H", "H", "H", "C", "O", "N", "N", "H", "H", "H", "H", "C", "O", "N", "N", "H", "H", "H", "H", "C", "C", "O", "H", "H", "H", "H", "H", "H", "C", "C", "O", "H", "H", "H", "H", "H", "H", "C", "C", "O", "H", "H", "H", "H", "H", "H", "C", "C", "O", "H", "H", "H", "H", "H", "H", "C", "C", "O", "H", "H", "H", "H", "H", "H", "C", "C", "O", "H", "H", "H", "H", "H", "H", "C", "C", "O", "H", "H", "H", "H", "H", "H", "C", "C", "O", "H", "H", "H", "H", "H", "H"],
  "positions_angstrom": [[4.315, 1.297, 2.966], [3.993, 0.451, 1.795], [5.238, -0.229, 1.184], [3.087, -0.557, 2.200], [5.186, 1.922, 2.824], [4.444, 0.673, 3.827], [3.504, 1.983, 3.162], [3.566, 1.086, 1.003], [5.938, 0.458, 0.773], [5.013, -0.845, 0.346], [5.779, -0.824, 1.944], [2.214, -0.083, 2.297], [-2.918, -1.240, 4.444], [-1.526, -0.976, 3.877], [-0.472, -1.845, 4.461], [-1.518, -1.338, 2.448], [-2.987, -2.299, 4.345], [-3.769, -0.730, 4.064], [-2.932, -0.903, 5.512], [-1.273, 0.120, 4.000], [-0.863, -2.874, 4.528], [-0.174, -1.492, 5.473], [0.420, -1.922, 3.876], [-2.146, -0.740, 2.024], [-3.942, -4.811, -0.290], [-3.008, -3.947, 0.556], [-1.569, -3.784, 0.042], [-3.744, -2.768, 0.723], [-4.233, -4.294, -1.258], [-4.842, -5.072, 0.258], [-3.432, -5.662, -0.673], [-2.881, -4.334, 1.584], [-1.090, -4.808, -0.068], [-1.037, -3.171, 0.753], [-1.695, -3.362, -0.937], [-3.309, -2.295, 1.425], [-0.103, -1.560, -3.758], [0.329, -0.674, -4.486], [-1.445, -1.786, -3.554], [0.630, -2.367, -2.952], [-2.017, -1.163, -4.129], [-1.983, -2.123, -2.751], [1.620, -2.173, -2.839], [0.137, -2.872, -2.240], [1.550, 2.694, -3.665], [1.996, 3.728, -3.182], [2.084, 1.449, -3.542], [0.453, 2.660, -4.487], [2.565, 1.205, -2.696], [1.620, 0.719, -3.977], [-0.053, 1.801, -4.746], [-0.036, 3.506, -4.710], [2.614, -5.088, 1.637], [2.492, -3.581, 2.001], [2.731, -2.809, 0.861], [3.417, -5.172, 0.922], [1.613, -5.477, 1.255], [2.879, -5.658, 2.515], [3.168, -3.410, 2.841], [1.512, -3.315, 2.458], [3.201, -1.975, 1.059], [-4.986, -0.319, -4.526], [-5.954, -0.668, -3.429], [-6.161, -2.092, -3.526], [-5.390, -0.020, -5.491], [-4.369, -1.170, -4.623], [-4.341, 0.483, -4.165], [-6.895, -0.051, -3.512], [-5.587, -0.414, -2.473], [-6.472, -2.402, -2.640], [3.989, 3.493, -0.358], [3.086, 4.379, 0.431], [2.295, 3.526, 1.252], [3.490, 2.655, -0.848], [4.745, 3.037, 0.315], [4.581, 4.073, -1.105], [2.371, 5.026, -0.148], [3.638, 5.106, 1.070], [1.930, 3.992, 2.013], [-2.175, 4.357, -1.419], [-0.675, 4.443, -1.043], [-0.507, 4.940, 0.290], [-2.222, 4.127, -2.514], [-2.695, 5.294, -1.244], [-2.770, 3.559, -0.925], [-0.167, 5.124, -1.722], [-0.176, 3.519, -1.256], [0.461, 4.896, 0.470], [-0.652, 3.415, 3.356], [-0.327, 2.226, 2.500], [0.662, 1.466, 3.167], [0.302, 3.880, 3.701], [-1.084, 3.142, 4.259], [-1.097, 4.291, 2.892], [-0.095, 2.579, 1.516], [-1.202, 1.580, 2.412], [1.247, 2.101, 3.575], [4.605, -1.557, -3.843], [4.764, -1.819, -2.389], [3.717, -2.718, -1.965], [3.638, -1.180, -4.101], [4.585, -2.556, -4.341], [5.349, -0.854, -4.273], [4.911, -0.928, -1.767], [5.707, -2.395, -2.217], [3.746, -2.733, -0.982], [-0.414, 0.229, -0.312], [1.067, 0.630, -0.298], [1.957, -0.465, -0.679], [-1.032, 1.111, -0.050], [-0.541, -0.635, 0.384], [-0.586, -0.023, -1.356], [1.430, 0.975, 0.713], [1.238, 1.396, -0.990], [2.049, -1.218, -0.073], [-4.646, 0.968, 0.148], [-4.851, 1.922, 1.316], [-3.819, 1.606, 2.225], [-5.192, 1.152, -0.737], [-4.756, -0.020, 0.576], [-3.596, 1.035, -0.184], [-5.831, 1.769, 1.763], [-4.877, 2.977, 1.072], [-3.738, 2.410, 2.790]],
  "lowdin_charge": [-0.048, -0.488, -0.014, -0.070, 0.087, 0.085, 0.056, 0.106, 0.071, 0.036, 0.101, 0.106, -0.043, -0.457, -0.055, -0.092, 0.068, 0.057, 0.102, 0.129, 0.092, 0.102, 0.051, 0.060, -0.047, -0.509, -0.033, -0.052, 0.098, 0.077, 0.058, 0.138, 0.108, 0.054, 0.041, 0.041, -0.660, 0.005, 0.143, 0.192, 0.088, 0.093, 0.080, 0.081, -0.675, 0.010, 0.186, 0.151, 0.082, 0.018, 0.095, 0.090, -0.061, -0.308, -0.125, 0.066, 0.086, 0.059, 0.109, 0.101, 0.045, -0.084, -0.309, -0.096, 0.079, 0.046, 0.072, 0.124, 0.067, 0.099, -0.077, -0.295, -0.109, 0.061, 0.075, 0.100, 0.115, 0.124, 0.074, -0.066, -0.301, -0.095, 0.078, 0.065, 0.059, 0.104, 0.081, 0.056, -0.065, -0.325, -0.067, 0.086, 0.055, 0.079, 0.075, 0.087, 0.061, -0.090, -0.328, -0.101, 0.044, 0.095, 0.093, 0.092, 0.117, 0.056, -0.041, -0.261, -0.100, 0.066, 0.074, 0.061, 0.089, 0.063, 0.041, -0.066, -0.318, -0.097, 0.050, 0.070, 0.068, 0.106, 0.106, 0.107]
}